1.
A molecular structure, C30H41Cl2N4O2RuSi2 in a non-equilibrium geometry, computed with ωB97M-V with the def2-TZVPD basis set.

As for the total charge: 0. For the largest force on an atom, the calculation gives 0.02997 hartree/bohr. The multiplicity is 6. The lowest unoccupied orbital energy (alpha / beta) is 0.50 / -0.57 eV. The HOMO energy (alpha / beta) is -0.2045 / -0.2807 Ha. The energy is -3131.42022 a.u.

The geometry in XYZ format:
```
82
Properties=species:S:1:pos:R:3:lowdin_spin:R:1
Ru 0.57 0.29 -0.53 2.72
C -0.96 -2.23 1.01 0.00
C -0.44 -1.44 2.25 0.00
N -0.20 -0.02 1.96 0.07
C -1.25 0.89 2.44 0.01
C -1.66 1.93 1.39 0.04
N -1.66 1.44 0.02 0.05
C -2.82 0.64 -0.38 0.01
C -2.75 -0.78 0.19 0.00
N -1.42 -1.33 -0.04 0.05
H -0.14 -2.81 0.60 0.00
H -1.75 -2.93 1.32 0.00
H -1.14 -1.55 3.08 0.00
H 0.50 -1.91 2.56 0.00
H 0.69 0.26 2.34 0.00
H -2.11 0.30 2.75 0.00
H -0.91 1.44 3.32 0.00
H -2.65 2.32 1.67 0.00
H -0.94 2.75 1.44 0.04
H -1.62 2.25 -0.59 0.00
H -3.76 1.11 -0.06 0.00
H -2.82 0.58 -1.47 0.00
H -2.95 -0.76 1.26 0.00
H -3.53 -1.38 -0.27 0.00
H -1.40 -1.83 -0.93 0.00
C 3.13 -0.45 1.67 0.01
Si 2.98 0.05 -0.17 0.04
C 4.07 -1.19 -1.14 0.00
C 3.89 1.71 -0.37 0.05
C 5.27 1.81 -0.34 0.00
C 5.90 3.04 -0.53 0.05
C 5.14 4.18 -0.74 0.00
C 3.75 4.10 -0.74 0.05
C 3.11 2.87 -0.56 0.07
Si 1.27 2.59 -0.35 0.46
C 0.28 4.12 -1.00 0.09
C 0.57 4.07 3.02 0.82
H 4.17 -0.68 1.90 0.00
H 2.54 -1.34 1.89 0.00
H 2.82 0.37 2.32 0.00
H 4.99 -1.34 -0.58 0.00
H 4.33 -0.82 -2.13 0.00
H 3.58 -2.15 -1.24 0.00
H 5.88 0.93 -0.19 0.00
H 6.98 3.10 -0.52 0.00
H 5.62 5.13 -0.90 0.00
H 3.17 5.00 -0.89 0.00
H 0.95 4.97 -1.10 0.00
H -0.52 4.40 -0.31 0.01
H -0.17 3.94 -1.98 0.01
H 0.73 4.77 2.22 0.06
H 1.31 3.31 3.20 0.06
H -0.21 4.25 3.74 0.05
Cl -4.11 -2.35 -2.43 0.00
C -3.82 -3.64 -3.55 0.00
C -4.86 -4.52 -3.78 0.00
C -4.66 -5.66 -4.54 0.00
C -3.40 -5.92 -5.05 0.00
C -2.38 -5.02 -4.84 0.00
Cl -0.82 -5.37 -5.51 0.00
C -2.55 -3.83 -4.12 0.00
N -1.45 -3.01 -3.94 0.00
C -1.35 -1.63 -4.04 0.00
C -2.36 -0.84 -4.60 0.01
C -2.25 0.54 -4.61 0.00
C -1.12 1.16 -4.11 0.01
C -0.06 0.38 -3.66 0.03
C -0.13 -1.01 -3.66 0.02
C 1.08 -1.84 -3.34 0.00
C 0.88 -2.56 -1.98 0.01
O 0.42 -3.71 -2.02 0.01
O 1.14 -1.92 -0.90 0.08
H -5.83 -4.33 -3.33 0.00
H -5.48 -6.35 -4.71 0.00
H -3.22 -6.82 -5.63 0.00
H -0.60 -3.50 -3.68 0.00
H -3.21 -1.32 -5.05 0.00
H -3.05 1.13 -5.05 0.00
H -1.03 2.24 -4.14 0.00
H 0.91 0.84 -3.51 0.01
H 1.97 -1.20 -3.29 0.00
H 1.23 -2.60 -4.10 0.00
```

***

2.
2 unconnected molecules or ions with the total composition C4H4N2 in a non-equilibrium geometry, computed with ωB97M-V with the def2-TZVPD basis set.

As for the total charge: 0. For the largest force on an atom, the calculation gives 0.04089 hartree/bohr. The multiplicity is 1. As for the energy above the lowest of the compared OMol25 structures with the same formula, charge and spin: 5.9020 eV. The lowest unoccupied orbital energy (alpha / beta) is 0.14 / 0.14 eV. The HOMO energy (alpha / beta) is -0.2861 / -0.2860 Ha. The energy is -264.10954 a.u.

The geometry in XYZ format:
```
10
Properties=species:S:1:pos:R:3:nbo_charge:R:1
C 0.84 0.89 0.05 -0.31
C 1.61 -0.06 -0.25 -0.13
N 0.57 -2.01 -0.14 -0.04
N -0.48 -2.02 0.27 -0.04
C -1.60 -0.13 0.25 -0.13
C -0.88 0.84 -0.10 -0.31
H 1.02 1.91 0.40 0.24
H 2.53 -0.58 -0.45 0.24
H -2.51 -0.67 0.47 0.24
H -1.11 1.83 -0.51 0.24
```

***

3.
C7H11NO in the gas phase in a non-equilibrium geometry, computed with ωB97M-V with the def2-TZVPD basis set.

As for the total charge: 0. For the largest force on an atom, the calculation gives 0.14304 hartree/bohr. The multiplicity is 1. As for the energy above the lowest of the compared OMol25 structures with the same formula, charge and spin: 8.5219 eV. The lowest unoccupied orbital energy is 0.93 eV. The structure (SMILES) is C[C@@]12O[C@@H]1CC[C@H]1N[C@@H]12. The HOMO energy is -0.3181 Ha. The energy is -403.02079 a.u.

The geometry in XYZ format:
```
20
Properties=species:S:1:pos:R:3:nbo_charge:R:1
C 2.71 0.38 0.08 -0.63
C 1.09 0.11 -0.01 0.23
O 0.80 -0.58 -1.10 -0.49
C 0.40 -1.20 0.07 0.06
C -1.14 -1.53 0.11 -0.45
C -2.20 -0.14 -0.01 -0.41
C -1.03 0.76 -0.54 -0.11
N -0.81 2.23 -0.37 -0.60
C 0.10 1.13 0.29 -0.15
H 3.44 -0.49 -0.26 0.22
H 3.11 0.99 -0.63 0.22
H 3.03 0.45 1.30 0.21
H 0.99 -2.00 0.28 0.19
H -1.63 -2.27 0.88 0.24
H -1.34 -2.26 -0.72 0.23
H -3.27 -0.18 -0.72 0.23
H -2.61 0.26 0.98 0.22
H -0.45 0.56 -1.55 0.27
H -0.99 2.77 0.49 0.36
H -0.20 1.01 1.44 0.17
```

***

4.
A molecular structure, C36H35N8NaOP2S2 in a non-equilibrium geometry, computed with ωB97M-V with the def2-TZVPD basis set.

As for the total charge: -2. For the largest force on an atom, the calculation gives 0.11263 hartree/bohr. The multiplicity is 1. As for the energy above the lowest of the compared OMol25 structures with the same formula, charge and spin: 1.3512 eV. The lowest unoccupied orbital energy is 3.59 eV. The HOMO energy is -0.0021 Ha. The energy is -3547.57895 a.u.

The geometry in XYZ format:
```
85
Properties=species:S:1:pos:R:3:lowdin_charge:R:1
Na -2.00 -0.68 0.05 0.24
S 1.38 -0.40 -1.42 0.11
P 2.41 0.69 -0.12 0.24
C 1.54 1.02 1.30 -0.48
P 0.49 1.63 2.51 0.26
S -1.31 1.88 1.77 0.19
C 1.31 3.08 3.19 -0.35
C 2.09 2.83 4.34 -0.07
C 2.81 3.92 4.86 -0.10
C 2.57 5.17 4.30 -0.13
C 1.53 5.39 3.40 -0.13
C 0.93 4.33 2.83 -0.15
C 0.22 0.49 3.84 -0.42
C 1.10 -0.59 3.93 -0.08
C 0.83 -1.60 4.88 -0.09
C -0.21 -1.42 5.78 -0.14
C -1.02 -0.31 5.75 -0.10
C -0.79 0.64 4.74 -0.13
C 3.95 -0.10 0.27 -0.40
C 4.02 -1.48 0.50 -0.07
C 5.31 -2.02 0.76 -0.13
C 6.39 -1.24 0.95 -0.16
C 6.26 0.13 0.97 -0.08
C 4.98 0.67 0.65 -0.11
C 2.95 2.12 -1.06 -0.40
C 2.48 3.39 -0.80 -0.06
C 3.02 4.47 -1.52 -0.09
C 4.08 4.26 -2.41 -0.13
C 4.51 2.98 -2.68 -0.11
C 3.96 1.92 -1.98 -0.13
H 2.23 1.77 4.58 0.10
H 3.59 3.72 5.61 0.09
H 3.11 6.05 4.70 0.09
H 1.23 6.43 3.08 0.11
H 0.00 4.42 2.16 0.11
H 1.89 -0.70 3.19 0.09
H 1.46 -2.46 4.91 0.08
H -0.28 -2.12 6.59 0.08
H -1.83 -0.03 6.47 0.11
H -1.47 1.48 4.68 0.09
H 3.11 -2.11 0.42 0.10
H 5.38 -3.10 0.84 0.09
H 7.38 -1.70 1.01 0.09
H 7.05 0.81 1.25 0.09
H 4.88 1.79 0.57 0.13
H 1.64 3.52 -0.10 0.10
H 2.57 5.43 -1.35 0.08
H 4.67 5.13 -2.75 0.09
H 5.40 2.73 -3.28 0.10
H 4.28 0.86 -2.08 0.11
N -2.04 -2.11 1.85 0.01
H -3.03 -2.29 1.69 -0.05
H -1.87 -1.80 2.81 0.03
H -1.52 -2.99 1.72 0.03
N -4.45 -1.61 0.55 0.10
C -5.45 -1.18 0.11 -0.37
N -6.59 -0.72 -0.27 0.04
C -6.89 0.11 -1.17 -0.49
N -7.38 0.82 -1.96 0.03
C -4.12 1.70 -4.41 -0.12
N -3.94 0.57 -3.57 0.01
C -2.71 0.28 -3.06 -0.59
N -1.63 0.79 -3.73 0.17
O -2.55 -0.38 -2.04 -0.02
H -5.07 1.65 -4.93 0.07
H -3.35 1.69 -5.27 0.09
H -4.08 2.64 -3.82 0.10
H -4.71 0.38 -2.93 0.12
H -1.83 1.08 -4.68 0.07
H -0.70 0.43 -3.51 0.07
N -1.26 -4.76 -3.99 0.12
C -0.95 -4.16 -2.81 -0.17
N -1.95 -3.94 -2.02 0.15
C -3.07 -4.30 -2.79 -0.24
C -4.39 -4.40 -2.44 -0.01
C -5.29 -4.96 -3.35 -0.09
C -4.84 -5.60 -4.52 -0.09
C -3.45 -5.55 -4.80 -0.05
C -2.66 -4.81 -4.00 -0.24
H -0.67 -4.69 -4.77 0.13
H 0.04 -3.84 -2.53 0.12
H -4.72 -4.05 -1.50 0.10
H -6.34 -5.01 -3.08 0.10
H -5.58 -5.98 -5.18 0.08
H -3.05 -6.09 -5.66 0.11
```

***

5.
2 unconnected molecules or ions with the total composition C2H3BrF2 in a non-equilibrium geometry, computed with ωB97M-V with the def2-TZVPD basis set.

As for the total charge: 0. For the largest force on an atom, the calculation gives 0.05365 hartree/bohr. The multiplicity is 1. As for the energy above the lowest of the compared OMol25 structures with the same formula, charge and spin: 3.3270 eV. The lowest unoccupied orbital energy (alpha / beta) is -1.66 / -1.66 eV. The HOMO energy (alpha / beta) is -0.3603 / -0.3603 Ha. The energy is -2851.63130 a.u.

The geometry in XYZ format:
```
8
Properties=species:S:1:pos:R:3:nbo_charge:R:1
C 0.58 0.16 0.64 -0.77
C -0.58 0.22 -0.25 0.64
F -1.75 -0.12 0.21 -0.26
F -0.29 -1.86 -1.42 -0.72
Br -0.63 1.23 -1.78 0.26
H 1.21 -0.70 0.38 0.33
H 1.20 1.05 0.54 0.26
H 0.25 0.03 1.67 0.26
```

***

6.
A molecular structure, C19H11LiNO2, computed with ωB97M-V with the def2-TZVPD basis set.

As for the total charge: +1. For the largest force on an atom, the calculation gives 0.00959 hartree/bohr. The multiplicity is 1. The lowest unoccupied orbital energy is -4.49 eV. The HOMO energy is -0.4263 Ha. The energy is -943.21107 a.u.

The geometry in XYZ format:
```
34
Properties=species:S:1:pos:R:3:nbo_charge:R:1
O -3.42 -1.84 0.09 -0.52
C -2.41 -1.18 0.24 0.54
C -2.50 0.15 0.89 -0.13
C -3.62 0.48 1.65 -0.32
C -3.74 1.76 2.19 -0.32
C -2.73 2.71 1.99 -0.18
C -1.60 2.37 1.27 -0.16
C -1.48 1.08 0.73 0.00
C -0.26 0.73 -0.10 0.51
O 0.42 1.64 -0.52 -0.48
C -0.01 -0.71 -0.34 -0.07
C -1.06 -1.62 -0.20 -0.15
C -0.89 -2.97 -0.46 -0.14
C 0.37 -3.43 -0.80 -0.19
C 1.43 -2.54 -0.92 -0.10
C 1.26 -1.17 -0.71 -0.01
C 2.45 -0.30 -0.84 -0.11
C 2.70 0.48 -1.97 -0.14
C 3.88 1.20 -2.03 -0.25
C 4.77 1.12 -0.96 0.04
N 4.55 0.38 0.12 -0.40
C 3.42 -0.32 0.16 0.04
H -4.39 -0.27 1.83 0.25
H -4.59 2.02 2.82 0.24
H -2.81 3.69 2.43 0.24
H -0.80 3.08 1.10 0.26
H -1.72 -3.65 -0.37 0.24
H 0.54 -4.48 -0.99 0.23
H 2.41 -2.89 -1.17 0.23
H 1.98 0.52 -2.78 0.22
H 4.12 1.81 -2.89 0.23
H 5.70 1.68 -0.99 0.20
H 3.26 -0.93 1.05 0.19
Li -5.23 1.39 0.47 0.98
```

***

7.
C4H8O2 in the gas phase, computed with ωB97M-V with the def2-TZVPD basis set.

As for the total charge: 0. For the largest force on an atom, the calculation gives 0.00923 hartree/bohr. The multiplicity is 1. As for the energy above the lowest of the compared OMol25 structures with the same formula, charge and spin: 2.3567 eV. The lowest unoccupied orbital energy is 1.01 eV. The structure (SMILES) is CO[C@H]1C[C@H]1O. The HOMO energy is -0.3459 Ha. The energy is -307.62582 a.u.

The geometry in XYZ format:
```
14
Properties=species:S:1:pos:R:3:nbo_charge:R:1
C 0.34 1.19 -1.52 -0.24
O 0.74 0.01 -0.86 -0.54
C 0.55 0.04 0.52 0.05
C -0.87 0.05 1.04 -0.49
C -0.05 -1.22 1.06 0.08
O -0.33 -2.24 0.18 -0.70
H 0.94 2.05 -1.19 0.17
H -0.72 1.42 -1.34 0.17
H 0.50 1.03 -2.59 0.19
H 1.36 0.54 1.07 0.19
H -1.67 0.10 0.30 0.23
H -1.05 0.55 1.98 0.22
H 0.29 -1.61 2.02 0.18
H -0.01 -1.93 -0.68 0.48
```

***

8.
C2H3F2NOS in the gas phase in a non-equilibrium geometry, computed with ωB97M-V with the def2-TZVPD basis set.

As for the total charge: 0. For the largest force on an atom, the calculation gives 0.08769 hartree/bohr. The multiplicity is 1. As for the energy above the lowest of the compared OMol25 structures with the same formula, charge and spin: 2.1891 eV. The lowest unoccupied orbital energy is -0.06 eV. The structure (SMILES) is ONC(=S)C(F)F. The HOMO energy is -0.3466 Ha. The energy is -805.83914 a.u.

The geometry in XYZ format:
```
10
Properties=species:S:1:pos:R:3:nbo_charge:R:1
O 2.06 1.10 -0.36 -0.53
N 0.69 0.80 -0.33 -0.26
C 0.23 -0.44 -0.07 -0.02
S 1.27 -1.74 -0.07 -0.13
C -1.32 -0.44 0.22 0.53
F -1.97 -1.18 -0.71 -0.32
F -1.76 0.83 0.01 -0.34
H 2.44 0.19 -0.01 0.48
H 0.05 1.68 0.13 0.42
H -1.69 -0.81 1.18 0.17
```